Entry 1:
Entry from the Open Molecules 2025 dataset: an isolated molecule of C3H6N4O at a distorted geometry (ωB97M-V/def2-TZVPD).

```
14
Properties=species:S:1:pos:R:3:forces:R:3
H 1.60313 2.47893 0.36173 -0.21 -3.43 -1.47
N 1.68256 1.41410 -0.02626 0.59 3.91 1.02
C 0.59196 0.77371 -0.21853 3.78 -0.19 1.62
N -0.68419 1.13476 0.01277 1.13 5.29 -0.71
C -1.38476 0.03049 0.03044 -5.77 -3.69 0.60
O -2.79414 -0.00902 0.20023 -1.33 -1.07 -3.20
C -0.66353 -1.07077 -0.05557 0.48 -1.86 -1.02
N 0.71646 -0.60791 -0.34947 -3.68 -1.69 0.46
N 1.74065 -1.35485 0.32369 1.73 1.34 -1.89
H -0.81790 2.17922 0.17646 -0.63 -2.52 -0.22
H -3.38632 -0.52895 -0.62382 3.29 2.32 3.45
H -1.17539 -2.11968 -0.15806 1.83 2.16 0.15
H 2.29400 -1.74605 -0.55190 -0.60 1.29 2.90
H 2.27748 -0.57397 0.87829 -0.60 -1.89 -1.67
```
Positions in Å, forces in eV/Å.

Computed properties:
SMILES: [H]/N=c1\[nH]c(O)cn1N
gap between HOMO and LUMO: 7.975 eV
HOMO: -7.6 eV
multiplicity: 1

Entry 2:
Entry from the Open Molecules 2025 dataset: a cluster of 2 separate species, C3H6N4O in total at a distorted geometry (ωB97M-V/def2-TZVPD).

```
14
Properties=species:S:1:pos:R:3:forces:R:3
C 1.61015 1.16085 -0.05689 -3.01 0.43 -0.07
C -0.59584 1.08909 -0.00815 1.28 -1.82 0.39
C -0.07963 -0.19922 -0.02600 -1.31 -4.33 -0.08
N 0.47501 1.91076 -0.03009 0.49 -0.31 -0.07
N 1.26162 -0.13537 -0.11111 -0.38 0.72 0.74
N -1.92445 1.42987 0.10248 1.25 -0.28 0.67
N -0.37285 -2.20652 0.07377 -0.70 3.90 -0.02
O 2.05569 -1.19307 0.02721 3.38 0.05 -0.38
H 2.51711 1.66258 0.00573 1.74 -0.09 -0.07
H -2.43431 0.74503 -0.40995 -1.14 0.58 -0.43
H -2.01571 2.41925 0.03329 -0.92 0.37 -0.55
H -1.05403 -2.39047 -0.65937 0.47 0.25 -0.97
H -1.06709 -2.27037 0.81683 0.45 0.33 0.88
H 1.62434 -2.02241 0.24224 -1.59 0.20 -0.03
```
Positions in Å, forces in eV/Å.

Computed properties:
gap between HOMO and LUMO: 7.943 eV
HOMO: -7.9 eV
multiplicity: 1

Entry 3:
Entry from the Open Molecules 2025 dataset: an isolated molecule of C3H6N4O at a distorted geometry (ωB97M-V/def2-TZVPD).

```
14
Properties=species:S:1:pos:R:3:forces:R:3
H -0.81127 2.82837 -0.09623 -0.15 -0.11 0.19
N -1.06348 1.84315 0.01741 0.72 -0.51 -0.72
C -0.00867 1.11166 -0.10928 -1.08 1.31 0.83
N 1.27606 1.55932 -0.12290 0.96 -0.43 0.00
C -0.19892 -0.36117 -0.05209 1.48 0.26 1.50
N 0.96101 -1.17120 0.37256 -0.98 0.33 0.36
N -1.03406 -0.96665 -1.02362 -2.75 0.25 -1.94
C -1.57648 -0.88171 0.22376 3.14 -3.10 0.54
O -1.94148 -1.76245 0.97771 -1.69 1.32 0.04
H 1.43960 2.45886 0.30790 -0.05 -0.11 -0.18
H 1.93546 0.83763 0.16801 -0.11 0.37 -0.15
H 0.63419 -1.84381 1.07204 0.22 0.33 -0.13
H 1.27987 -1.73180 -0.41462 0.03 0.19 -0.04
H -0.89182 -1.92020 -1.32066 0.25 -0.11 -0.29
```
Positions in Å, forces in eV/Å.

Computed properties:
SMILES: [H]/N=C(\N)[C@]1(N)NC1=O
gap between HOMO and LUMO: 9.207 eV
HOMO: -9.3 eV
multiplicity: 1

Entry 4:
Entry from the Open Molecules 2025 dataset: a structure of composition C3H6N4O at a distorted geometry (ωB97M-V/def2-TZVPD).

```
14
Properties=species:S:1:pos:R:3:forces:R:3
C -1.51922 0.79263 0.46174 -0.62 -0.66 -0.16
C -0.28779 -1.31744 -0.64111 0.99 -1.34 0.56
C -0.39290 0.84537 -0.51029 2.41 2.28 1.19
N 2.28495 0.72858 0.23566 0.00 0.18 -0.19
N 0.87113 -0.95292 -0.25548 -0.74 -0.24 -1.26
N 1.06062 0.10929 0.52334 -1.38 1.06 0.10
N -1.16722 -2.15888 -0.85408 -0.26 -0.21 -0.48
O -0.04673 1.57075 -1.36627 -0.54 -1.34 0.35
H 2.84136 0.16585 -0.40261 -0.08 0.06 0.07
H 2.77788 0.88215 1.10720 -0.03 -0.14 -0.11
H -1.00844 -3.05918 -0.39238 -0.18 0.29 0.19
H -2.45898 0.75267 -0.09306 0.04 0.08 0.02
H -1.47077 1.70425 1.06316 0.22 -0.01 -0.24
H -1.48389 -0.06312 1.12417 0.20 -0.01 -0.04
```
Positions in Å, forces in eV/Å.

Computed properties:
gap between HOMO and LUMO (spin up / spin down): 6.926 / 6.925 eV
HOMO (spin up / spin down): -7.6 / -7.6 eV
multiplicity: 1

Entry 5:
Entry from the Open Molecules 2025 dataset: an isolated molecule of C3H6N4O at a distorted geometry (ωB97M-V/def2-TZVPD).

```
14
Properties=species:S:1:pos:R:3:forces:R:3
C 1.67089 1.11275 0.20134 -1.33 -0.24 -0.35
C -0.25274 0.44432 -0.53147 -1.12 1.03 -0.56
C 0.48519 -1.99483 -0.37074 -0.84 1.53 0.44
N 0.60046 1.62253 -0.37300 -0.24 -1.73 0.27
N 1.69607 -0.25366 0.33493 4.11 1.74 1.88
N 0.62963 -0.73679 -0.16282 -1.17 1.28 -0.12
N -1.54482 0.66394 0.33893 0.30 0.69 3.57
O -2.65426 -0.03360 0.14066 -0.73 -0.92 -1.72
H 2.46224 1.76796 0.60987 -0.39 -0.77 -0.42
H -0.69410 0.14853 -1.47287 0.04 0.66 -0.56
H 1.22518 -2.59412 0.04812 1.04 -1.16 0.21
H -0.49993 -2.20697 -0.57290 -1.92 -1.33 -0.90
H -1.32039 0.34953 1.31507 0.91 0.77 -0.63
H -1.80343 1.71043 0.49488 1.33 -1.54 -1.10
```
Positions in Å, forces in eV/Å.

Computed properties:
gap between HOMO and LUMO (spin up / spin down): 8.047 / 8.046 eV
HOMO (spin up / spin down): -8.6 / -8.6 eV
multiplicity: 1

Entry 6:
Entry from the Open Molecules 2025 dataset: an isolated molecule of C3H6N4O5 at a distorted geometry (ωB97M-V/def2-TZVPD).

```
18
Properties=species:S:1:pos:R:3:forces:R:3
C -1.60862 1.20558 -2.05688 0.29 -2.09 -0.68
C -1.62647 -0.09474 -1.15269 -1.10 4.90 1.25
N -0.58183 0.05447 -0.12506 -0.93 -1.48 -1.91
C 0.27095 -0.94417 0.05258 1.08 1.54 3.70
O 0.35741 -2.07804 -0.24016 -0.16 -0.87 -1.37
N 1.29283 -0.53345 1.22221 -1.59 0.17 -1.72
N 1.40958 0.71122 1.76947 1.37 -1.05 0.84
O 0.76515 1.64614 1.37357 -1.00 0.61 -0.72
O 2.21064 0.77693 2.65382 1.09 0.23 1.17
N 2.24253 -1.56184 1.72394 -0.04 -0.05 -0.42
O 3.21195 -1.69958 0.98555 -1.71 -0.18 2.01
O 1.86762 -2.13579 2.73282 1.25 0.79 -1.95
H -0.83225 1.40454 -2.78032 1.15 -0.45 0.39
H -2.40648 1.10736 -2.74741 -1.44 0.01 -0.34
H -1.74525 2.07230 -1.48526 -0.27 1.21 0.96
H -2.60297 0.11074 -0.60489 0.93 -1.16 -0.66
H -1.61647 -0.97317 -1.70244 0.24 -1.72 -0.62
H -0.60832 0.93152 0.38114 0.83 -0.40 0.08
```
Positions in Å, forces in eV/Å.

Computed properties:
SMILES: CCNC(=O)N([N+](=O)[O-])[N+](=O)[O-]
gap between HOMO and LUMO: 10.098 eV
HOMO: -10.8 eV
multiplicity: 1

Entry 7:
Entry from the Open Molecules 2025 dataset: an isolated molecule of C3H6N4S at a distorted geometry (ωB97M-V/def2-TZVPD).

```
14
Properties=species:S:1:pos:R:3:forces:R:3
H -1.49644 1.34341 2.87859 0.94 -1.84 -0.09
N -0.77172 0.53928 2.89638 -1.14 2.15 0.40
C -0.07687 0.64509 1.85027 -1.00 0.46 -0.29
N -0.35478 1.51105 0.77225 0.24 -0.54 0.05
C -0.24679 1.15845 -0.44537 0.62 0.38 0.46
N 0.04017 -0.09500 -1.02997 -0.01 1.05 -0.77
S 0.54730 -0.00869 -2.69949 0.69 -0.15 1.03
C -0.17268 -1.32926 -0.38133 0.23 -0.27 0.44
N 0.15761 -2.46754 -0.82829 -0.50 0.83 0.19
H 0.53561 -2.31418 -1.76541 0.21 -0.37 -0.06
H 0.80673 0.06263 1.78485 0.94 -0.72 -0.28
H -0.25620 1.98337 -1.15333 -0.31 -0.34 -0.34
H 1.91694 0.13661 -2.49265 -1.07 -0.15 -0.06
H -0.62888 -1.16523 0.61351 0.16 -0.49 -0.68
```
Positions in Å, forces in eV/Å.

Computed properties:
SMILES: [H]/N=C\N=C/N(S)/C=N\[H]
gap between HOMO and LUMO: 9.899 eV
HOMO: -9.7 eV
multiplicity: 1

Entry 8:
Entry from the Open Molecules 2025 dataset: an isolated molecule of C3H6N4S at a distorted geometry (ωB97M-V/def2-TZVPD).

```
14
Properties=species:S:1:pos:R:3:forces:R:3
H -1.85382 0.21937 1.28031 0.00 0.36 -1.37
N -2.10630 0.57839 0.31677 1.03 -1.56 0.23
C -1.59383 -0.09810 -0.65152 -1.18 2.18 -2.80
N -0.57125 -1.08985 -0.72191 -3.82 2.01 -6.83
N -0.20925 -1.44895 0.43258 1.72 -3.67 6.63
C 0.70321 -0.78019 0.96413 2.43 1.93 2.79
C 1.54500 0.24834 0.26190 2.60 -0.82 -2.21
N 1.13134 1.49682 0.01593 -1.76 -1.06 1.13
S 3.05022 -0.40028 -0.30276 -2.24 1.08 0.99
H -1.93289 0.28057 -1.76479 0.84 -1.31 2.71
H -0.89946 -1.86688 -1.37688 0.64 1.22 1.34
H 1.12339 -0.84194 2.06312 -1.41 -0.83 -2.13
H 1.46549 2.04255 -0.73922 0.98 0.28 -0.51
H 0.14813 1.66015 0.22233 0.16 0.17 0.03
```
Positions in Å, forces in eV/Å.

Computed properties:
SMILES: [H]/N=C\N/N=C\C(N)=S
gap between HOMO and LUMO: 8.781 eV
HOMO: -8.6 eV
multiplicity: 1

Entry 9:
Entry from the Open Molecules 2025 dataset: a cluster of 2 separate species, C3H6N4S in total at a distorted geometry (ωB97M-V/def2-TZVPD).

```
14
Properties=species:S:1:pos:R:3:forces:R:3
C 2.37547 -0.58600 0.27938 0.69 -0.39 -1.22
N 1.07688 -0.18506 -0.13616 -0.48 1.04 0.31
N 0.89144 1.17714 -0.40892 2.42 -0.84 0.75
C -0.03639 -0.88874 -0.10440 0.34 -1.20 -0.20
N -0.96405 -1.57196 -0.23216 -0.13 0.25 0.37
H 2.87353 -0.01417 1.01096 -0.36 0.96 1.61
H 2.33862 -1.59738 0.56133 0.06 -1.34 0.48
H 3.09874 -0.47732 -0.51544 -0.06 -0.25 -0.88
H 0.39198 1.20490 -1.23540 -1.55 0.98 -1.53
H 0.55543 1.62790 0.40327 -1.00 0.81 0.36
N -2.43955 1.81141 -0.19887 1.27 1.70 -0.48
C -3.12640 0.90955 -0.12660 -0.59 -0.08 0.24
S -4.06249 -0.41130 0.20275 -2.39 0.08 -0.40
H -2.97321 -0.99897 0.50025 1.76 -1.73 0.58
```
Positions in Å, forces in eV/Å.

Computed properties:
SMILES: CN(N)C#N.N#CS
gap between HOMO and LUMO: 10.201 eV
HOMO: -9.5 eV
multiplicity: 1

DFT total energy, respectively: -412.0459 -412.0058 -412.0934 -411.9870 -411.9746 -712.8686 -735.0600 -735.0150 -735.0259 Eh.